Below is a 7-piece molecular cluster, C30H40Cl4O16 overall in a non-equilibrium geometry, with properties calculated with wB97M-V/def2-TZVPD.

XYZ file:
```
90
Properties=species:S:1:pos:R:3:mulliken_charge:R:1
O 4.8383 2.1319 -2.6302 -0.609
C 4.6941 2.7769 -1.6161 0.666
C 3.4907 2.4941 -0.7551 -0.411
C 3.2046 3.2332 0.3661 0.331
O 2.0217 3.0835 1.0793 -0.449
C 4.0544 4.4620 0.8104 0.383
O 3.7680 5.3367 1.6118 -0.578
C 5.2261 4.6847 -0.0383 -0.639
C 5.5698 3.9277 -1.1553 0.229
O 6.7416 4.0599 -1.8889 -0.531
H 2.7781 1.7020 -0.9317 0.513
H 1.7564 3.9584 1.3722 0.323
H 5.9182 5.4970 0.1275 0.415
H 6.7026 3.5262 -2.6859 0.342
O -5.7761 -5.6726 0.8560 -0.579
C -4.8751 -4.9528 0.4570 0.533
C -4.1643 -5.3991 -0.8033 -0.820
C -3.1466 -4.6579 -1.3464 0.082
O -2.5100 -5.0598 -2.4684 -0.581
C -2.6522 -3.4100 -0.8493 1.151
O -1.8100 -2.6918 -1.3828 -0.667
C -3.2934 -2.9947 0.4407 -0.328
C -4.3661 -3.6054 0.9584 0.294
O -5.0950 -3.0686 1.9949 -0.543
H -4.3961 -6.3697 -1.2162 0.431
H -1.9921 -4.3327 -2.8215 0.353
H -3.1422 -1.9690 0.7429 0.325
H -5.7341 -3.7227 2.2868 0.335
O -3.3161 7.1157 -3.9701 -0.612
C -2.9997 6.1257 -3.3200 0.280
C -1.7106 5.9004 -2.7360 -0.759
C -1.3540 4.8084 -2.0261 0.822
O -0.1755 4.8266 -1.3954 -0.318
C -2.2220 3.6276 -1.8409 0.483
O -1.8782 2.6319 -1.2062 -0.337
C -3.5577 3.8091 -2.5005 -0.583
C -3.9331 4.9433 -3.0993 0.431
O -5.2146 5.1248 -3.5266 -0.541
H -1.0683 6.7589 -2.8655 0.303
H 0.3627 5.6137 -1.5068 0.292
H -4.3269 3.0612 -2.3767 0.082
H -5.3344 6.0326 -3.8148 0.334
C 0.1283 -1.1217 3.9178 -0.464
O -0.3927 -2.0133 4.8794 -0.350
C -1.4426 -1.4235 5.6611 -0.478
C -1.9468 -2.5019 6.6581 -0.597
O -0.8061 -2.6459 7.5367 -0.289
C -0.9888 -3.7528 8.4467 -0.768
H 1.0688 -1.5490 3.5698 0.235
H 0.4564 -0.1328 4.2379 0.383
H -0.5652 -1.0851 3.0776 0.037
H -2.2705 -1.0344 5.0684 0.392
H -1.1532 -0.5975 6.3107 0.300
H -2.1528 -3.4307 6.1262 0.346
H -2.8278 -2.1518 7.1961 0.403
H -1.9189 -3.6716 9.0091 0.293
H -0.1733 -3.7980 9.1685 0.260
H -0.9299 -4.7144 7.9369 0.302
C 5.0714 -0.6530 -1.2147 -0.615
O 5.6228 -1.9073 -1.4736 -0.446
C 4.7980 -2.9184 -2.0506 -0.518
C 4.4479 -2.6806 -3.5851 -0.368
O 5.5398 -2.5553 -4.5483 -0.388
C 6.5461 -1.6189 -4.1982 -0.549
H 4.4241 -0.2596 -1.9986 0.242
H 5.6613 0.1389 -0.7532 0.347
H 4.3226 -0.8860 -0.4576 0.290
H 3.9614 -3.1155 -1.3802 0.391
H 5.4268 -3.8033 -1.9529 0.257
H 3.8057 -1.8001 -3.5682 0.289
H 3.8715 -3.5621 -3.8658 0.343
H 7.0403 -1.7782 -3.2398 0.235
H 6.1138 -0.6198 -4.1416 0.200
H 7.2919 -1.6386 -4.9929 0.295
Cl -6.6851 1.8707 -1.3025 -0.196
C -5.2461 1.1836 -0.5568 -0.558
C -4.3715 0.4430 -1.6760 0.494
Cl -5.1781 -0.9482 -2.2819 -0.192
H -5.6450 0.4494 0.1431 0.392
H -4.7529 1.9865 -0.0089 0.323
H -3.4250 0.1556 -1.2182 -0.440
H -4.2165 1.0437 -2.5723 0.265
Cl 1.7891 -1.0105 1.0942 -0.265
C 0.4584 -1.2320 -0.0779 -0.514
C -0.3610 0.0674 -0.1535 -0.056
Cl -1.5050 0.2347 1.1000 -0.240
H -0.1036 -2.1557 0.0595 0.208
H 0.9388 -1.3138 -1.0528 0.463
H -0.9831 0.1436 -1.0453 0.244
H 0.1737 1.0172 -0.1605 0.208
```

Its frontier orbital gap is 0.2590 Ha. The total energy is -114600.86840 eV. Its multiplicity is 1. The HOMO energy is -0.3358 Eh. As for the net charge: 0.

***

Below is C13H22BrMoN4O2 as an isolated structure in a non-equilibrium geometry, with properties calculated with wB97M-V/def2-TZVPD.

XYZ file:
```
43
Properties=species:S:1:pos:R:3:nbo_charge:R:1
Mo -0.7107 -0.0277 -0.2927 1.503
N -2.7906 -0.6607 -0.3489 -0.745
C -3.1724 -1.4461 0.8691 -0.243
C -2.0786 -2.4517 1.1527 -0.247
N -0.7559 -1.7567 1.2576 -0.499
C -0.5710 -1.2012 2.6405 -0.250
C -0.0077 0.2051 2.5678 -0.249
N -0.8723 1.0040 1.6353 -0.803
C 0.3555 -2.7029 0.9201 -0.247
C 0.3497 -3.0104 -0.5661 -0.243
N 0.2971 -1.7156 -1.3294 -0.817
H -3.4038 0.1504 -0.4328 0.432
H -2.9922 -1.2144 -1.1812 0.416
H -4.1267 -1.9471 0.7076 0.272
H -3.3118 -0.7443 1.6915 0.214
H -2.0368 -3.1706 0.3369 0.227
H -2.2812 -3.0166 2.0646 0.259
H 0.0795 -1.8511 3.2272 0.262
H -1.5376 -1.1825 3.1451 0.236
H 1.0146 0.2162 2.1704 0.211
H 0.0253 0.6713 3.5525 0.277
H -0.5079 1.9548 1.5657 0.431
H -1.7992 1.1041 2.0486 0.419
H 0.2669 -3.6201 1.5074 0.260
H 1.2989 -2.2258 1.2035 0.222
H -0.5071 -3.6095 -0.8630 0.231
H 1.2413 -3.5711 -0.8437 0.266
H -0.1010 -1.8876 -2.2530 0.440
H 1.2563 -1.4276 -1.5265 0.410
Br 5.2738 3.8358 -0.4690 0.279
C 3.6224 3.3366 -1.1367 -0.024
C 3.0609 4.0230 -2.2092 -0.211
C 1.8298 3.6439 -2.7030 -0.077
C 1.1343 2.5699 -2.1169 -0.245
C 1.7164 1.8824 -1.0341 -0.125
C 2.9433 2.2503 -0.5497 -0.219
C -0.1148 2.2930 -2.7424 0.876
O -0.7864 2.5081 -3.6253 -0.271
O -0.9573 1.0476 -1.5615 -0.559
H 3.5890 4.8534 -2.6583 0.285
H 1.3933 4.1754 -3.5393 0.273
H 1.2659 0.9983 -0.5496 0.118
H 3.4089 1.7181 0.2682 0.257
```

Its frontier orbital gap (alpha / beta) is 0.2307 / 0.2306 Ha. The total energy is -95764.07979 eV. Its multiplicity is 1. The HOMO energy (alpha / beta) is -0.6578 / -0.6578 Eh. As for the net charge: +3.

***

Below is C18H42BCsO8PtS3 as an isolated structure in a non-equilibrium geometry, with properties calculated with wB97M-V/def2-TZVPD.

XYZ file:
```
74
Properties=species:S:1:pos:R:3:lowdin_spin:R:1
Cs -0.0293 -2.9807 3.3204 0.002
Pt -0.0068 0.4429 -0.5556 1.375
B 1.1225 -0.7141 1.0642 0.053
H 1.9156 0.0455 0.6918 0.006
H 0.5499 -1.2594 0.2175 0.029
H 1.6586 -1.4766 1.7167 0.021
H 0.3358 -0.0896 1.6248 0.001
C 1.7370 3.4140 -1.5487 0.000
C 2.3635 2.1125 -2.0376 0.023
C 3.7008 1.7661 -1.4043 0.003
O 1.4307 1.0729 -1.9812 0.215
H 2.3747 4.2405 -1.8979 0.000
H 1.7544 3.5108 -0.4562 0.000
H 0.7114 3.6075 -1.8592 0.000
H 2.5580 2.2054 -3.1171 0.010
H 3.9178 0.7228 -1.6722 0.000
H 3.6472 1.7092 -0.3130 0.000
H 4.5970 2.2314 -1.8202 0.000
C -1.2833 -3.0721 -1.1687 0.005
C -1.2636 -2.1623 -2.4301 0.017
C -2.6500 -2.1906 -3.0665 0.007
O -0.7425 -0.9278 -2.1508 0.146
H -1.4168 -4.1360 -1.4182 0.000
H -1.9298 -2.8341 -0.3185 0.000
H -0.2833 -3.1220 -0.7093 0.001
H -0.5792 -2.6300 -3.1582 0.000
H -3.4880 -1.7122 -2.5622 0.000
H -2.8070 -3.2734 -3.1539 0.001
H -2.5692 -1.8345 -4.0964 0.000
C 2.9901 -4.5677 -0.7277 0.000
C 3.5704 -5.1951 -1.9641 0.000
C 3.2847 -4.2427 -3.1330 0.000
S 3.6085 -2.5977 -2.4277 0.000
O 2.4358 -1.8174 -2.8024 -0.001
O 4.9395 -2.1215 -2.7692 0.000
C 3.5286 -3.1392 -0.6759 0.000
H 3.0661 -5.0757 0.2356 0.000
H 1.8997 -4.5021 -0.8375 0.000
H 3.1092 -6.1636 -2.1676 0.000
H 4.6584 -5.2757 -1.8904 0.000
H 2.2100 -4.1917 -3.3105 0.000
H 3.7955 -4.4272 -4.0718 0.000
H 2.8726 -2.4552 -0.1339 0.000
H 4.5475 -2.9514 -0.3351 0.000
C 0.3988 5.6123 1.9697 0.000
C 0.0030 5.1534 3.3654 0.001
C 0.0933 3.6345 3.2743 0.002
S -0.7213 3.2148 1.7091 0.008
O -2.0949 3.0651 2.1149 0.002
O -0.0721 2.2209 0.8431 0.035
C -0.4358 4.8004 0.9906 0.002
H 1.4512 5.3035 1.9097 0.000
H 0.4668 6.6875 1.8110 0.000
H -0.9851 5.6035 3.5283 0.000
H 0.5612 5.6214 4.1777 0.000
H -0.4319 3.1387 4.0886 0.000
H 1.1130 3.2481 3.2215 0.000
H -1.3986 5.1648 0.6245 0.000
H 0.1086 4.6651 0.0540 0.000
C -4.8861 0.8960 2.4721 0.000
C -5.5003 -0.1766 1.5639 0.000
C -4.4264 -0.7541 0.6711 0.002
S -2.8560 -0.6736 1.6697 0.006
O -1.9584 -0.0235 0.7295 0.025
O -2.5795 -2.0374 2.1453 0.001
C -3.5748 0.3617 3.0005 0.002
H -5.6118 1.3821 3.1183 0.000
H -4.6760 1.6773 1.7289 0.000
H -6.2763 0.3594 1.0090 0.000
H -6.0933 -0.9417 2.0748 0.000
H -4.2631 -0.1518 -0.2236 0.000
H -4.4907 -1.7619 0.2643 0.000
H -2.9077 1.0570 3.5090 0.000
H -3.7982 -0.2894 3.8563 0.000
```

The expectation value of S² is 2.007. Its frontier orbital gap (alpha / beta) is 0.1833 / 0.1847 Ha. The total energy is -72694.57870 eV. Its multiplicity is 3. The HOMO energy (alpha / beta) is -0.2160 / -0.2175 Eh. As for the net charge: 0.

***

Below is one molecule with the formula C6H6O in a non-equilibrium geometry, with properties calculated with wB97M-V/def2-TZVPD.

XYZ file:
```
13
Properties=species:S:1:pos:R:3:nbo_charge:R:1
O -2.1964 -0.4203 -1.0840 -0.696
C -0.9907 -0.2188 -0.4336 0.292
C -0.8298 0.8471 0.4437 -0.283
C 0.5015 1.1471 0.7278 -0.187
C 1.5336 0.2544 0.4849 -0.240
C 1.2088 -1.0245 0.0450 -0.182
C -0.0323 -1.2175 -0.5337 -0.278
H -2.3879 0.3428 -1.6382 0.481
H -1.5345 1.6588 0.5578 0.219
H 0.7161 2.0189 1.3285 0.209
H 2.5025 0.5018 0.8924 0.213
H 1.8189 -1.8499 0.3945 0.219
H -0.3098 -2.0400 -1.1850 0.231
```

Its frontier orbital gap is 0.3644 Ha. The total energy is -8365.84833 eV. As for the energy above the lowest of the compared OMol25 structures with the same formula, charge and spin: 63.47 kJ/mol. Its multiplicity is 1. The HOMO energy is -0.3297 Eh. As for the net charge: 0.